The following is a DFT calculation (ωB97M-V/def2-TZVPD) of a structure of composition C42H35ClN5O4Ti.

Last column: Mulliken charge in e.
CARTESIAN COORDINATES (ANGSTROEM)
Ti  0.19665  -0.08344  0.83317  -1.26
Cl  5.51175  3.88970  -2.12111  -0.18
C  4.28915  3.11229  -1.18012  -0.16
C  4.23748  3.32114  0.20169  -0.63
C  3.27269  2.71055  0.97243  -0.56
C  2.32731  1.86685  0.38433  0.23
O  1.39380  1.28795  1.12374  0.32
C  2.38292  1.64972  -1.00829  0.54
C  1.47612  0.78094  -1.73636  -0.13
N  0.58176  0.02898  -1.21519  2.25
C  -0.33163  -0.73548  -2.01909  0.09
C  -0.58311  -0.56976  -3.34068  -0.31
C  -1.45886  -1.45115  -4.02579  -1.22
C  -2.06665  -2.47675  -3.37360  -1.03
C  -1.84967  -2.64782  -1.98397  0.97
C  -2.42968  -3.69228  -1.23152  -1.00
C  -2.16510  -3.80321  0.10244  -1.36
C  -1.33884  -2.83923  0.69907  -0.25
N  -0.79084  -1.84455  0.03656  1.36
C  -1.01581  -1.75315  -1.31181  -0.42
C  3.37540  2.29246  -1.77554  -1.38
H  4.97071  3.97439  0.66034  0.46
H  3.22848  2.87608  2.04109  0.53
H  1.59425  0.77507  -2.81975  0.19
H  -0.11048  0.23010  -3.89862  0.52
H  -1.63051  -1.30502  -5.08347  0.49
H  -2.72043  -3.16412  -3.89786  0.52
H  -3.07783  -4.40668  -1.72761  0.53
H  -2.58297  -4.59938  0.70479  0.53
H  -1.13157  -2.88065  1.76192  0.52
H  3.41891  2.12550  -2.84786  0.51
C  4.22306  -2.43466  0.54951  -0.42
O  3.76097  -2.25908  1.94892  -0.53
C  2.57814  -1.68676  1.83196  0.04
N  2.14238  -1.33206  0.70122  0.53
C  3.21962  -1.61047  -0.28394  -0.38
C  2.73576  -2.28513  -1.54078  -0.06
C  3.29412  -1.92658  -2.76326  -0.23
C  2.88511  -2.55474  -3.93555  -0.90
C  1.91650  -3.54835  -3.88912  -0.68
C  1.36511  -3.91847  -2.66790  -0.74
C  1.77304  -3.28908  -1.49885  0.12
C  1.77878  -1.40688  3.05455  0.03
C  2.20677  -1.63103  4.34641  -0.69
C  1.35629  -1.27873  5.38261  -0.73
C  0.11357  -0.73836  5.08865  -0.66
C  -0.21439  -0.55186  3.76335  0.14
N  0.59613  -0.87744  2.76474  0.93
C  -1.55138  -0.11316  3.27528  -0.24
N  -1.75881  0.08574  2.03993  0.58
C  -3.24014  0.29015  1.88469  -0.57
C  -3.74224  0.19411  3.34968  -0.64
O  -2.52933  -0.07919  4.14797  -0.47
C  -3.69784  1.55983  1.21283  0.11
C  -4.46933  1.48952  0.06352  -0.18
C  -4.99083  2.64809  -0.50819  -0.88
C  -4.73426  3.88076  0.07202  -0.56
C  -3.94403  3.95868  1.21885  -0.85
C  -3.43213  2.80229  1.78437  0.05
H  5.24301  -2.07561  0.49312  0.39
H  4.18020  -3.49558  0.32705  0.35
H  3.64454  -0.64596  -0.55480  0.49
H  4.05038  -1.14597  -2.80443  0.49
H  3.32845  -2.27383  -4.88318  0.45
H  1.60284  -4.04232  -4.80075  0.47
H  0.62039  -4.70524  -2.62763  0.45
H  1.34436  -3.58871  -0.54772  0.42
H  3.18003  -2.07192  4.52086  0.64
H  1.65205  -1.43633  6.41286  0.51
H  -0.59755  -0.47350  5.85991  0.65
H  -3.59788  -0.55531  1.30136  0.65
H  -4.16402  1.12216  3.71283  0.41
H  -4.43340  -0.62306  3.52407  0.31
H  -4.68425  0.52361  -0.38389  0.42
H  -5.60887  2.58279  -1.39561  0.45
H  -5.15561  4.78178  -0.35789  0.45
H  -3.74944  4.91944  1.68160  0.50
H  -2.82641  2.87186  2.68484  0.42
C  -0.27975  3.92999  0.39651  -1.50
C  -0.90925  2.85087  -0.43399  1.02
C  -1.43505  3.20543  -1.78981  -1.37
O  -0.97985  1.70158  -0.02653  -0.02
H  -1.00814  4.72899  0.55405  0.49
H  0.55642  4.37346  -0.15316  0.33
H  0.06308  3.54079  1.34944  0.26
H  -0.59544  3.54497  -2.40755  0.35
H  -2.12736  4.04644  -1.71671  0.44
H  -1.92752  2.35300  -2.25169  0.23

Output
Spin multiplicity   2
Net charge   +2
HOMO-LUMO gap (alpha / beta)   0.2444 / 0.2598 Ha
LUMO level (alpha / beta)   -5.98 / -5.99 eV
HOMO level (alpha / beta)   -0.4640 / -0.4800 hartree

The following is a DFT calculation (ωB97M-V/def2-TZVPD) of a structure of composition C42H35FN3S6TeZr.

Last column: Mulliken charge in e.
CARTESIAN COORDINATES (ANGSTROEM)
Zr  -0.33920  -0.11829  0.61042  -1.11
C  -4.02511  -0.08518  -0.96981  -1.19
C  -2.78493  0.75428  -0.88466  0.81
C  -1.76785  0.64243  -1.84910  0.17
C  -0.74759  1.59420  -1.93330  1.14
C  0.10530  1.71335  -3.16393  -1.52
C  -0.63316  2.54347  -0.91695  -0.87
C  -1.60350  2.66064  0.07918  0.75
C  -1.56805  3.78524  1.07079  -1.70
C  -2.67758  1.76556  0.06683  -0.97
H  -3.86036  -0.99471  -1.54641  0.05
H  -4.80112  0.50008  -1.46908  0.49
H  -4.38153  -0.35949  0.02079  0.36
H  -1.88307  -0.09978  -2.63146  0.22
H  -0.28940  2.52720  -3.77598  0.48
H  0.07911  0.81196  -3.77449  0.28
H  1.14159  1.95895  -2.93043  0.30
H  0.16775  3.27382  -0.96381  0.40
H  -2.30017  4.54037  0.77674  0.44
H  -0.58694  4.25486  1.11138  0.35
H  -1.83219  3.44089  2.07035  0.30
H  -3.46407  1.87597  0.80185  0.44
N  3.59161  2.14932  1.25578  0.17
C  3.69609  2.96318  2.40769  -0.28
C  4.86934  3.64515  2.66823  -0.84
C  4.96452  4.43328  3.80766  -0.59
C  3.88545  4.52859  4.67063  -0.77
C  2.71042  3.84122  4.39432  -0.74
C  2.61355  3.05510  3.25704  1.01
S  1.09525  2.19646  2.98356  -0.09
N  1.35359  1.40526  1.45181  0.30
C  2.50786  1.44095  0.87607  0.42
C  2.69825  0.62507  -0.36261  0.54
C  3.94524  0.41285  -0.92456  -1.19
C  4.04897  -0.32601  -2.09369  -1.44
C  2.89729  -0.80815  -2.67648  -1.32
C  1.69330  -0.57782  -2.03348  -1.07
N  1.58410  0.09426  -0.88862  3.17
H  4.40073  2.12550  0.66501  0.07
H  5.70951  3.56127  1.98849  0.44
H  5.88143  4.96638  4.01598  0.40
H  3.95346  5.13721  5.56143  0.41
H  1.86843  3.91785  5.07208  0.47
H  4.85192  0.76861  -0.45998  0.56
H  5.01918  -0.51601  -2.53233  0.47
H  2.91421  -1.38496  -3.58932  0.56
H  0.77029  -0.96680  -2.42994  0.42
S  -2.65586  -3.30945  6.76433  -0.19
C  -2.45264  -2.50177  5.36794  0.13
S  -1.99032  -0.82197  5.28656  -0.03
C  -1.92327  -0.70362  3.55204  -0.33
C  -2.19280  -1.82182  2.86640  -0.08
S  -2.18923  -1.84037  1.12228  0.04
S  -2.57529  -3.24037  3.79511  -0.04
S  -1.52221  0.79214  2.74743  -0.47
Te  -0.44199  -3.15020  -0.99079  0.97
C  -2.28761  -3.29535  -2.00189  0.81
C  -2.50152  -2.68994  -3.23697  -0.32
C  -3.73842  -2.78976  -3.85801  -0.68
C  -4.77109  -3.48172  -3.23968  -0.58
C  -4.55971  -4.08382  -2.00873  -0.71
C  -3.31878  -3.99843  -1.39043  -0.41
C  0.79248  -3.82118  -2.58399  0.70
C  1.53659  -4.97146  -2.33442  -0.65
C  2.37055  -5.49555  -3.31553  -0.71
C  2.46165  -4.88201  -4.55383  -0.53
C  1.72038  -3.73695  -4.81507  -0.76
C  0.89786  -3.20710  -3.83150  -0.06
H  -1.70884  -2.14460  -3.73181  0.01
H  -3.89601  -2.32392  -4.82228  0.42
H  -5.73749  -3.55510  -3.72045  0.41
H  -5.35886  -4.63139  -1.52676  0.45
H  -3.16233  -4.47294  -0.43056  0.41
H  1.46591  -5.46782  -1.37414  0.42
H  2.93962  -6.39309  -3.11158  0.44
H  3.10261  -5.29803  -5.31987  0.41
H  1.77874  -3.26176  -5.78648  0.45
H  0.32232  -2.31960  -4.06469  0.20
F  3.82693  -3.85059  3.71482  -0.35
C  2.95956  -3.08253  3.03562  0.16
C  3.00994  -3.07878  1.65621  -1.26
C  2.10490  -2.28392  0.96766  -0.42
C  1.13720  -1.49104  1.60504  2.25
C  1.16112  -1.52548  3.01038  -0.70
C  2.05186  -2.31093  3.72987  -0.95
H  3.74005  -3.69087  1.14304  0.55
H  2.18234  -2.30166  -0.11732  0.45
H  0.48211  -0.91406  3.58772  0.30
H  2.04568  -2.32731  4.81171  0.54

Output
Net charge   +1
HOMO-LUMO gap   0.2018 Ha
LUMO level   -3.70 eV
HOMO level   -0.3379 hartree

Record order is preserved below.
ΔE to the lowest compared entry with this formula, charge and spin: 54.95; 72.46 kJ/mol
Record order is preserved below.
Maximum force: 1.639; 0.541 eV/Å